No. 1
{"formula": "C24H32N4O2", "method": "the ωB97M-V functional and the def2-TZVPD basis", "species": ["C", "N", "C", "C", "C", "C", "C", "O", "C", "C", "O", "C", "N", "C", "C", "C", "C", "C", "C", "C", "C", "C", "C", "C", "C", "N", "C", "C", "N", "C", "H", "H", "H", "H", "H", "H", "H", "H", "H", "H", "H", "H", "H", "H", "H", "H", "H", "H", "H", "H", "H", "H", "H", "H", "H", "H", "H", "H", "H", "H", "H", "H"], "xyz": [[-3.3419, -0.8442, 2.3492], [-4.1361, -0.3845, 1.2285], [-4.0983, -1.3093, 0.0932], [-2.7281, -1.5244, -0.4977], [-2.2290, -0.6559, -1.4651], [-0.9494, -0.8132, -1.9537], [-0.1311, -1.8437, -1.4915], [1.1124, -1.9043, -2.0619], [2.0768, -2.7826, -1.5403], [2.6363, -2.3275, -0.1740], [3.5668, -3.2761, 0.2935], [3.2022, -0.9045, -0.2936], [3.1598, -0.2029, 0.9719], [4.1497, -0.6910, 1.9087], [3.1664, 1.2498, 0.8305], [4.4253, 1.8105, 0.2144], [5.5128, 2.1488, 1.0116], [6.6942, 2.5941, 0.4449], [6.8046, 2.7093, -0.9301], [5.7245, 2.3853, -1.7333], [4.5449, 1.9390, -1.1646], [-0.6274, -2.7233, -0.5384], [-1.9136, -2.5554, -0.0531], [-3.7831, 0.9830, 0.8580], [-4.7180, 1.5230, -0.1669], [-4.3831, 1.9268, -1.3683], [-5.5327, 2.3419, -1.9597], [-6.5797, 2.1809, -1.1001], [-6.0532, 1.6541, 0.0454], [-6.7690, 1.3100, 1.2411], [-3.6556, -1.8533, 2.6129], [-3.5267, -0.1911, 3.2026], [-2.2628, -0.8517, 2.1428], [-4.5079, -2.2598, 0.4482], [-4.7682, -0.9074, -0.6708], [-2.8459, 0.1522, -1.8314], [-0.5576, -0.1440, -2.7036], [1.6940, -3.8072, -1.4572], [2.8866, -2.7776, -2.2787], [1.8347, -2.3151, 0.5704], [4.3494, -3.2466, -0.2700], [4.2233, -0.9562, -0.7178], [2.5668, -0.3648, -0.9988], [5.1834, -0.5247, 1.5678], [3.9992, -1.7588, 2.0513], [4.0104, -0.1893, 2.8653], [3.0248, 1.6669, 1.8315], [2.2990, 1.5190, 0.2210], [5.4304, 2.0714, 2.0866], [7.5301, 2.8536, 1.0785], [7.7261, 3.0573, -1.3735], [5.8003, 2.4832, -2.8067], [3.7038, 1.6965, -1.7986], [-0.0321, -3.5422, -0.1661], [-2.2858, -3.2518, 0.6854], [-3.8528, 1.5929, 1.7662], [-2.7584, 1.0659, 0.4667], [-5.5295, 2.7243, -2.9604], [-7.6256, 2.3854, -1.2036], [-6.7558, 2.1410, 1.9522], [-7.8040, 1.0782, 0.9926], [-6.2964, 0.4400, 1.6967]], "nbo_charge": [-0.4145, -0.4414, -0.2324, -0.0877, -0.2023, -0.2450, 0.2900, -0.5010, -0.0845, 0.0571, -0.7119, -0.2534, -0.4278, -0.4270, -0.2305, -0.0697, -0.2051, -0.2097, -0.2168, -0.2281, -0.1551, -0.2673, -0.1951, -0.2735, 0.3359, -0.4773, -0.0943, -0.1057, -0.3343, -0.4178, 0.1988, 0.1974, 0.1797, 0.1998, 0.2110, 0.2477, 0.2215, 0.1850, 0.1871, 0.1965, 0.4634, 0.1651, 0.2194, 0.1681, 0.2231, 0.1949, 0.2020, 0.2039, 0.2090, 0.2119, 0.2125, 0.2116, 0.2003, 0.2115, 0.2060, 0.2092, 0.2132, 0.2067, 0.2133, 0.1991, 0.2109, 0.2465], "relative_energy_ev": 2.831, "smiles": "CN(Cc1ccc(OC[C@@H](O)CN(C)Cc2ccccc2)cc1)Cc1nccn1C", "gap_ev": 9.030, "homo_ev": -8.26, "e_tot_ev": -35462.06661, "lumo_ev": 0.7662, "total_charge": 0}

No. 2
{"formula": "C24H32N4OS3SbV", "method": "the ωB97M-V functional and the def2-TZVPD basis", "species": ["V", "N", "C", "S", "N", "N", "C", "C", "C", "C", "C", "C", "C", "O", "H", "H", "H", "H", "H", "H", "H", "S", "C", "N", "C", "C", "C", "C", "C", "C", "S", "H", "H", "H", "H", "C", "C", "C", "Sb", "C", "C", "C", "C", "C", "C", "H", "H", "H", "H", "H", "H", "H", "H", "H", "H", "H", "H", "H", "H", "H", "H", "H", "H", "H", "H", "H"], "xyz": [[0.4047, -0.6235, -0.6539], [0.0204, -4.6232, 0.6682], [-0.2597, -3.4075, 0.1725], [0.7926, -2.8258, -1.1293], [-1.2311, -2.7101, 0.6610], [-1.3200, -1.4706, 0.0528], [-2.5050, -0.9777, -0.0419], [-2.8302, 0.2371, -0.7439], [-4.1531, 0.6989, -0.7442], [-4.5072, 1.8307, -1.4419], [-3.5381, 2.5219, -2.1713], [-2.2295, 2.0823, -2.1955], [-1.8761, 0.9428, -1.4851], [-0.5940, 0.5308, -1.4959], [0.6863, -5.2212, 0.2154], [-0.5822, -5.0064, 1.3777], [-3.3112, -1.5451, 0.4163], [-4.8968, 0.1475, -0.1814], [-5.5296, 2.1810, -1.4274], [-3.8110, 3.4100, -2.7251], [-1.4667, 2.6046, -2.7573], [1.4391, -0.1412, 1.3371], [2.7498, -0.2747, 0.2109], [2.3812, -0.2438, -1.0557], [3.4350, -0.5234, -1.9221], [3.3741, -0.5769, -3.3094], [4.5405, -0.8371, -4.0004], [5.7507, -1.0301, -3.3266], [5.8194, -0.9720, -1.9471], [4.6430, -0.7250, -1.2514], [4.4060, -0.6100, 0.4794], [2.4353, -0.4122, -3.8220], [4.5216, -0.8866, -5.0803], [6.6496, -1.2276, -3.8940], [6.7568, -1.1208, -1.4291], [-3.3400, 4.0288, 1.4797], [-3.4922, 2.7757, 2.3382], [-4.1436, 3.0782, 3.6829], [-1.6003, 1.6992, 2.4187], [-0.2117, 3.1599, 3.2302], [-0.7539, 4.0398, 4.3487], [0.4127, 3.9781, 2.1024], [-1.9754, 0.5544, 4.2176], [-0.6838, -0.0687, 4.7345], [-3.0193, -0.5160, 3.9056], [-4.3166, 4.4819, 1.2849], [-2.8724, 3.8128, 0.5159], [-2.7312, 4.7810, 1.9846], [-4.1358, 2.0733, 1.7978], [-3.5324, 3.7404, 4.2948], [-4.3362, 2.1754, 4.2618], [-5.1050, 3.5766, 3.5240], [0.5695, 2.5137, 3.6461], [-1.5000, 4.7425, 3.9756], [0.0555, 4.6320, 4.7859], [-1.2099, 3.4577, 5.1507], [-0.3226, 4.6246, 1.6197], [0.8481, 3.3381, 1.3314], [1.2062, 4.6224, 2.4915], [-2.3715, 1.2451, 4.9654], [-0.2510, -0.7477, 3.9933], [-0.8741, -0.6553, 5.6377], [0.0676, 0.6838, 4.9818], [-2.6411, -1.2202, 3.1572], [-3.9502, -0.0881, 3.5276], [-3.2613, -1.0953, 4.8011]], "mulliken_spin": [1.1650, -0.0043, 0.0057, -0.0617, 0.0040, -0.0354, 0.0169, 0.0239, 0.0106, -0.0088, 0.0105, -0.0106, -0.0061, -0.0350, 0.0003, 0.0004, -0.0016, -0.0003, 0.0002, 0.0000, 0.0006, -0.0717, 0.0026, -0.0303, 0.0078, -0.0004, 0.0026, -0.0036, 0.0022, -0.0082, 0.0107, 0.0022, 0.0002, -0.0002, -0.0003, -0.0001, 0.0001, -0.0001, 0.0099, 0.0003, 0.0000, 0.0006, -0.0003, -0.0007, 0.0006, 0.0001, 0.0000, 0.0000, 0.0004, 0.0000, 0.0000, -0.0001, -0.0001, 0.0000, 0.0000, 0.0000, -0.0001, 0.0003, 0.0000, -0.0002, 0.0009, 0.0000, 0.0002, -0.0001, 0.0002, 0.0000], "s_squared": 0.774, "gap_ev": [5.532, 6.084], "spin_multiplicity": 2, "homo_ev": [-10.23, -10.24], "e_tot_ev": -98142.12720, "lumo_ev": [-4.7013, -4.1526], "total_charge": 1}

No. 3
{"formula": "C24H33Br4FN5S", "method": "the ωB97M-V functional and the def2-TZVPD basis", "species": ["C", "C", "C", "C", "C", "N", "C", "S", "N", "C", "N", "C", "C", "F", "N", "C", "C", "C", "C", "C", "C", "C", "C", "N", "C", "C", "C", "H", "H", "H", "H", "H", "H", "H", "H", "H", "H", "H", "H", "H", "H", "H", "H", "H", "H", "H", "H", "H", "H", "H", "H", "H", "Br", "C", "C", "Br", "H", "H", "H", "H", "Br", "C", "C", "Br", "H", "H", "H", "H"], "xyz": [[0.4081, -2.3672, 3.7241], [0.1249, -1.4097, 3.0619], [-0.5228, -0.4454, 2.1635], [0.1452, -0.3849, 0.7775], [0.5715, -1.7501, 0.2496], [-0.4077, -2.8211, 0.4836], [0.0136, -3.9568, 0.5046], [0.5676, -5.4135, 0.3628], [0.8305, -1.7092, -1.2230], [0.9548, -0.3741, -1.6517], [2.1198, -0.0076, -2.1190], [3.2817, -0.8930, -2.2734], [4.2416, -0.8024, -1.1060], [3.7568, -1.4423, 0.0140], [-0.1320, 0.4031, -1.5460], [-0.0832, 1.7317, -2.1746], [0.5112, 2.8561, -1.3348], [1.5968, 2.7307, -0.4747], [2.0265, 3.8154, 0.2569], [1.3975, 5.0398, 0.1732], [0.3219, 5.1822, -0.6831], [-0.1038, 4.0925, -1.4145], [-0.7880, 0.3378, -0.2049], [-1.9880, -0.5205, -0.3484], [-2.8750, -0.1848, -1.2046], [-3.3184, -1.1567, -2.2732], [-3.5329, 1.1867, -1.2219], [0.6011, -3.2213, 4.3294], [-1.6013, -0.5787, 2.1087], [-0.3553, 0.5391, 2.6154], [1.0423, 0.2262, 0.9194], [1.4884, -2.0258, 0.7684], [0.0205, -2.1219, -1.6793], [2.2565, 0.9544, -2.4000], [2.9866, -1.9051, -2.5276], [3.8256, -0.5122, -3.1421], [5.1607, -1.3104, -1.4104], [4.5026, 0.2421, -0.9166], [-1.0746, 2.0541, -2.4817], [0.5133, 1.6399, -3.0865], [2.1015, 1.7816, -0.3570], [2.8601, 3.7068, 0.9392], [1.7335, 5.8744, 0.7715], [-0.2031, 6.1238, -0.7637], [-0.9623, 4.2095, -2.0683], [-1.1236, 1.3111, 0.1619], [-2.4615, -1.7842, -2.5105], [-3.6976, -0.6409, -3.1501], [-4.0750, -1.8213, -1.8440], [-4.1146, 1.3250, -0.3108], [-2.8231, 2.0157, -1.2707], [-4.2129, 1.3125, -2.0639], [-6.6837, 4.9522, -1.0060], [-6.1337, 3.8043, 0.4630], [-5.2989, 4.5471, 1.4708], [-3.4823, 4.8427, 0.8297], [-5.6089, 2.9642, 0.0226], [-7.0577, 3.4561, 0.9195], [-5.1906, 3.9623, 2.3816], [-5.7045, 5.5232, 1.7152], [5.4360, -8.0120, 4.0321], [4.5231, -7.2908, 2.4756], [3.9690, -5.9169, 2.7441], [2.3572, -5.9928, 3.8289], [3.7548, -8.0064, 2.2008], [5.2776, -7.2495, 1.6929], [3.6659, -5.4395, 1.8134], [4.6708, -5.2755, 3.2672]], "nbo_charge": [-0.1821, -0.0546, -0.4702, -0.2510, 0.1353, -0.5019, 0.2509, 0.0947, -0.6735, 0.7496, -0.5223, -0.2643, 0.0418, -0.3511, -0.4105, -0.2594, 0.0058, -0.2700, -0.1829, -0.1936, -0.1848, -0.2230, 0.1181, -0.5595, 0.4541, -0.6843, -0.7287, 0.2494, 0.2618, 0.2394, 0.2281, 0.2277, 0.4185, 0.4295, 0.2568, 0.2283, 0.1932, 0.1736, 0.2387, 0.2117, 0.1944, 0.2242, 0.2320, 0.2334, 0.2155, 0.2321, 0.2242, 0.2303, 0.2614, 0.2462, 0.2266, 0.2329, 0.0024, -0.4524, -0.4394, -0.0327, 0.2166, 0.2381, 0.2318, 0.2402, 0.0025, -0.4559, -0.4464, -0.0152, 0.2326, 0.2295, 0.2225, 0.2334], "gap_ev": 8.407, "homo_ev": -11.37, "e_tot_ev": -326587.07095, "lumo_ev": -2.9661, "total_charge": 1}